C3H8N2O in the gas phase. Source: OMol25; level of theory: the ωB97M-V functional and the def2-TZVPD basis.

- SMILES: CNC(=O)NC
- ΔE to the lowest compared entry with this formula, charge and spin: 0.849 eV
- Energy: -8268.4772 eV

Element x y z (Å)
C: 0.66 -1.40 1.61
N: -0.47 -0.82 0.91
C: -0.15 -0.44 -0.45
O: 0.24 -1.16 -1.35
N: -0.36 0.90 -0.47
C: -0.21 1.79 -1.59
H: 1.02 -2.32 1.14
H: 0.37 -1.59 2.65
H: 1.47 -0.67 1.63
H: -1.28 -1.43 0.92
H: -0.65 1.13 0.47
H: -1.16 2.28 -1.84
H: 0.53 2.57 -1.39
H: 0.12 1.21 -2.46

C3H8N2O in the gas phase. Source: OMol25; level of theory: the ωB97M-V functional and the def2-TZVPD basis.

- SMILES: C/C=C(\N)NO
- ΔE to the lowest compared entry with this formula, charge and spin: 2.948 eV
- Energy: -8266.3781 eV

Element x y z (Å)
C: 1.99 -0.29 -0.18
C: 0.66 0.39 -0.28
C: -0.48 0.00 0.29
N: -0.64 -1.07 1.17
N: -1.74 0.64 0.09
O: -1.77 1.49 -1.06
H: 2.37 -0.52 -1.18
H: 2.71 0.35 0.31
H: 1.93 -1.22 0.37
H: 0.63 1.28 -0.89
H: 0.08 -1.77 1.11
H: -1.57 -1.47 1.15
H: -2.00 1.23 0.87
H: -2.17 0.96 -1.76

2 unconnected molecules or ions with the total composition C3H8N2O. Source: OMol25; level of theory: the ωB97M-V functional and the def2-TZVPD basis.

- SMILES: N=C=O.CNC
- ΔE to the lowest compared entry with this formula, charge and spin: 1.325 eV
- Energy: -8268.0007 eV

Element x y z (Å)
N: 2.54 -0.24 0.12
C: 1.87 -0.65 -0.81
O: 1.23 -1.05 -1.71
H: 3.55 -0.35 0.08
C: -1.24 -0.88 0.62
N: -0.26 0.17 0.44
C: -0.74 1.29 -0.34
H: -0.82 -1.67 1.25
H: -2.19 -0.54 1.07
H: -1.47 -1.33 -0.35
H: 0.12 0.48 1.33
H: -1.00 0.94 -1.35
H: -1.64 1.78 0.08
H: 0.05 2.04 -0.45

Question: Which value of energy does entry 2 give?
Answer: -8266.3781 eV

Question: Which of these has the highest ΔE to the lowest compared entry with this formula, charge and spin?
Answer: number 2